(1)
Computed, not measured: one molecule with the formula C7H12N2S in a non-equilibrium geometry, with wB97M-V/def2-TZVPD.

Element x y z (Å)
C: 0.5199 2.4605 0.1867
C: -0.8089 -0.7316 -0.0154
C: -0.7177 2.8206 -0.4569
C: -1.0889 1.6888 -1.3862
C: -0.0259 0.7140 -0.9446
C: 1.4245 -1.3980 0.3337
C: -0.4008 -2.7369 1.2635
N: 0.9491 1.3159 -0.2221
N: 0.0818 -1.4590 0.6206
S: -2.4311 -0.7406 0.0096
H: 1.0371 3.0992 0.8452
H: -1.4482 2.9998 0.3231
H: -0.6617 3.7407 -0.9809
H: -2.2034 1.4682 -1.3466
H: -0.8539 1.9622 -2.4784
H: 0.3944 0.0117 -1.5313
H: 1.7923 -0.4429 0.1844
H: 2.0179 -1.7993 1.1067
H: 1.6740 -2.0357 -0.5712
H: -0.4985 -3.4949 0.3530
H: 0.1171 -3.0403 2.1900
H: -1.4316 -2.5497 1.4553

Summary:
relative energy (zero: lowest compared OMol25 entry of this formula, charge and spin)	72.7	kcal per mole
charge	0
lowest unoccupied orbital energy	0.80	eV

(2)
Computed, not measured: a 2-piece molecular cluster, C6H12O overall, with wB97M-V/def2-TZVPD.

Element x y z (Å)
C: -1.4763 0.9559 -0.2468
C: -1.2486 -0.3702 0.4781
C: -0.9241 -1.5176 -0.4769
O: 0.4968 -1.8135 -0.2840
C: 1.0518 -1.2454 0.7465
C: 2.2379 1.0201 -0.7163
C: -0.0100 -0.3857 1.3983
H: -2.3702 0.9045 -0.8792
H: -0.6251 1.2144 -0.8871
H: -1.6216 1.7740 0.4665
H: -2.1459 -0.6146 1.0535
H: -1.4483 -2.4462 -0.2460
H: -1.0638 -1.2814 -1.5345
H: 2.3030 0.1325 -0.0719
H: 3.2501 1.3246 -0.9817
H: 1.7319 1.8342 -0.1885
H: 1.6786 0.7696 -1.6234
H: 0.3906 0.6085 1.6266
H: -0.2069 -0.8638 2.3669

Summary:
relative energy (zero: lowest compared OMol25 entry of this formula, charge and spin)	67.1	kcal per mole
charge	0
lowest unoccupied orbital energy	0.92	eV

(3)
Computed, not measured: one molecule with the formula C4H10N4 in a non-equilibrium geometry, with wB97M-V/def2-TZVPD.

Element x y z (Å)
C: -0.0064 0.7395 -0.0386
C: -0.1104 -1.7295 -0.5582
N: -0.6043 -0.5581 0.1197
N: -0.3310 1.4346 -1.2322
C: 1.5929 0.4519 0.0910
C: 2.2403 0.4233 1.2386
N: -2.0354 -0.5868 0.3994
N: -2.5712 0.4478 0.8499
H: -0.3117 1.3453 0.8210
H: -0.2434 0.8704 -2.0682
H: -1.2320 1.8903 -1.1753
H: -3.5417 0.2342 1.1306
H: 2.0911 0.3432 -0.8636
H: 0.7036 -2.1717 0.0186
H: -0.9375 -2.4347 -0.6384
H: 0.2608 -1.5248 -1.5665
H: 1.7227 0.5120 2.1824
H: 3.3136 0.3130 1.2899

Summary:
relative energy (zero: lowest compared OMol25 entry of this formula, charge and spin)	73.2	kcal per mole
charge	0
lowest unoccupied orbital energy	1.12	eV

(4)
Computed, not measured: C25H43NO20PS2 as an isolated structure in a non-equilibrium geometry, with wB97M-V/def2-TZVPD.

Element x y z (Å)
C: 9.1790 1.9164 1.3336
C: 7.6279 1.8523 1.1087
O: 7.1287 0.5195 1.1888
C: 6.6808 0.1511 -0.1349
C: 6.2646 -1.3368 -0.2107
C: 5.0218 -1.6660 0.7106
C: 4.1411 -2.7636 0.0291
C: 2.9711 -2.1758 -0.8204
S: 1.4753 -2.0024 0.2049
O: 1.7650 -0.9489 1.2214
O: 1.2933 -3.3085 0.9270
N: 0.0797 -1.7717 -0.6854
S: 0.0297 -0.2121 -1.3189
O: -0.2892 -0.3442 -2.7816
O: 1.3027 0.5730 -1.1717
P: -1.5794 0.9514 -0.5046
C: -1.0780 2.7582 -0.7089
C: -1.7339 0.7322 1.3390
C: -2.1075 -0.7227 1.7971
H: 9.5874 2.8591 0.9072
H: 9.7036 1.0889 0.8214
H: 9.4107 1.9502 2.4164
H: 7.4468 2.2831 0.1037
H: 7.1666 2.5242 1.8622
H: 7.5431 0.2820 -0.8292
H: 5.8408 0.8307 -0.3896
H: 5.9439 -1.5285 -1.2561
H: 7.0865 -2.0324 0.0362
H: 4.4651 -0.7613 1.0065
H: 5.4492 -2.1291 1.6267
H: 4.8185 -3.3733 -0.6071
H: 3.7718 -3.4599 0.8059
H: 2.7664 -2.9052 -1.6310
H: 3.3022 -1.2348 -1.2945
H: -2.0150 3.3024 -0.9581
H: -0.7391 3.1203 0.2829
H: -0.3191 2.9062 -1.4934
H: -0.8422 1.1034 1.8959
H: -2.5728 1.4096 1.6492
H: -2.1467 -1.4352 0.9541
H: -1.3509 -1.0442 2.5382
H: -3.1121 -0.6904 2.2634
C: -7.4751 0.0910 0.2920
C: -7.1686 -0.7945 1.4680
O: -5.7897 -0.5197 1.7116
C: -5.5208 0.7070 1.2046
O: -4.5071 1.2999 1.3790
O: -6.5574 1.1702 0.4632
H: -8.5024 0.4510 0.2944
H: -7.2726 -0.3954 -0.6643
H: -7.7470 -0.5278 2.3565
H: -7.3216 -1.8501 1.2509
C: 3.9400 2.0286 1.8643
C: 2.4526 1.8328 1.7903
O: 1.9581 2.8972 2.6204
C: 2.9022 3.8632 2.6522
O: 2.7410 4.9496 3.1156
O: 4.0607 3.4382 2.0888
H: 4.4476 1.7358 0.9470
H: 4.3936 1.4970 2.7055
H: 2.0626 1.9612 0.7777
H: 2.1390 0.8625 2.1664
C: -7.5594 -0.0681 -4.0099
C: -8.3199 -0.5195 -5.2264
O: -9.4649 -1.1581 -4.6605
C: -9.6508 -0.6424 -3.4210
O: -10.6095 -0.8384 -2.7488
O: -8.5988 0.1276 -3.0471
H: -7.0067 0.8545 -4.1772
H: -6.8712 -0.8308 -3.6378
H: -8.6520 0.3161 -5.8474
H: -7.7524 -1.2145 -5.8425
C: -4.6919 4.8793 0.3293
C: -5.6709 6.0054 0.1403
O: -4.8494 7.0530 -0.3707
C: -3.7628 6.4763 -0.9473
O: -2.9694 7.0587 -1.6087
O: -3.7063 5.1503 -0.6681
H: -5.1416 3.8998 0.1738
H: -4.2141 4.8974 1.3117
H: -6.4431 5.7700 -0.5970
H: -6.1498 6.3068 1.0707
C: 4.0077 -8.2063 0.5789
C: 3.0259 -7.0957 0.3234
O: 3.8562 -6.0564 -0.1877
C: 4.9642 -6.6345 -0.7076
O: 5.7785 -6.0644 -1.3574
O: 5.0249 -7.9540 -0.3892
H: 3.5724 -9.1942 0.4357
H: 4.4495 -8.1538 1.5774
H: 2.2824 -7.3579 -0.4331
H: 2.5114 -6.7712 1.2260

Summary:
relative energy (zero: lowest compared OMol25 entry of this formula, charge and spin)	51.0	kcal per mole
charge	-1
lowest unoccupied orbital energy	1.67	eV